[1]
The following is a DFT calculation (ωB97M-V/def2-TZVPD) of an isolated molecule of C3H5N3 at a distorted geometry.

Element x y z (Å)
C (1.08037, 1.25185, -0.40925)
C (-0.22227, 1.45021, -0.04224)
C (0.13103, -0.73432, -0.01762)
N (1.28345, -0.11524, -0.32716)
N (-0.90130, 0.31772, 0.21072)
N (-0.07758, -2.03990, 0.42733)
H (1.86577, 2.09383, -0.55643)
H (-0.77993, 2.48439, -0.03321)
H (-1.96091, 0.28563, 0.28416)
H (0.60394, -2.67041, 0.09093)
H (-1.02257, -2.32376, 0.37277)

Values from the calculation:
Frontier orbital gap ... 8.44 eV
2S+1 ... 1
Largest force on an atom ... 5.2 eV/Å
Relative energy (zero: lowest compared OMol25 entry of this formula, charge and spin) ... 0.9734 eV
Structure (SMILES) ... Nc1ncc[nH]1
LUMO ... 0.783 eV
Total charge ... 0
M ... 83.1 g/mol

=====

[2]
The following is a DFT calculation (ωB97M-V/def2-TZVPD) of a structure of composition C24H28F6N6O5PdS3Sb at a distorted geometry.

Element x y z (Å)
Pd (-0.68144, -0.44405, -0.00012)
N (1.77290, -1.85740, 0.05216)
C (1.76134, -2.89402, 0.91138)
C (2.77853, -2.86775, 2.03443)
C (4.22003, -2.61949, 1.56040)
C (4.92294, -3.76312, 0.82416)
N (4.17817, -4.34822, -0.29963)
C (3.80633, -3.71612, -1.41023)
N (4.30612, -2.52647, -1.72362)
N (2.91702, -4.28199, -2.22674)
C (0.00057, -2.94998, 1.85999)
O (0.11125, -3.78306, 2.69473)
O (-0.75380, -2.12943, 1.37313)
H (1.38692, -1.93340, -0.88536)
H (1.99708, -0.91342, 0.34592)
H (1.57393, -3.84930, 0.42881)
H (2.69387, -3.78757, 2.61231)
H (2.52106, -2.05387, 2.71710)
H (4.83678, -2.40946, 2.43617)
H (4.24158, -1.70269, 0.96733)
H (5.09040, -4.58910, 1.51287)
H (5.91182, -3.44956, 0.48102)
H (3.86640, -5.29920, -0.19517)
H (4.98138, -2.07759, -1.13148)
H (3.88847, -1.97958, -2.46010)
H (2.46747, -5.14024, -1.95885)
H (2.43442, -3.70516, -2.90698)
F (-0.42654, 1.47153, -1.22918)
Sb (0.85353, 2.03616, 0.21173)
F (2.45878, 2.73401, -0.46984)
F (1.63939, 0.46974, -0.75039)
F (1.39247, 2.87981, 1.84248)
F (0.89161, 0.46216, 1.45063)
F (0.12066, 3.75427, -0.31184)
O (-1.02723, 1.89788, 1.14870)
C (-1.84178, 2.97328, 1.41588)
C (-2.40812, 3.69409, 0.22756)
C (-2.87194, 5.01909, 0.13894)
C (-3.47921, 5.28444, -1.06505)
C (-3.51560, 4.14410, -1.89159)
S (-2.79549, 2.79545, -1.21538)
C (-3.15566, 2.47947, 2.01060)
C (-3.67958, 1.21687, 1.86812)
C (-4.94128, 1.09328, 2.48378)
C (-5.36291, 2.26063, 3.06226)
S (-4.23598, 3.51966, 2.87184)
C (-1.09728, 3.82858, 2.42572)
C (-0.89610, 3.40462, 3.76340)
C (-0.11743, 4.26835, 4.47570)
C (0.29087, 5.37067, 3.68217)
S (-0.25331, 5.30712, 2.09639)
H (-2.77338, 5.74446, 0.93276)
H (-3.88350, 6.24088, -1.36128)
H (-3.93578, 4.09578, -2.88611)
H (-3.17735, 0.41742, 1.34405)
H (-5.51483, 0.17881, 2.50892)
H (-6.27998, 2.43698, 3.60285)
H (-1.31593, 2.48130, 4.13655)
H (0.17689, 4.15117, 5.50766)
H (0.91591, 6.18942, 4.01231)
C (-0.09743, -2.24186, -5.42140)
N (-0.82629, -1.82977, -4.21946)
C (-2.13367, -1.44688, -4.30602)
C (-2.85522, -1.06724, -3.23166)
C (-2.16285, -1.07549, -1.98667)
O (-2.64435, -0.63656, -0.89226)
N (-0.89055, -1.50617, -1.90946)
C (-0.17857, -1.89270, -2.99470)
O (0.98415, -2.31028, -2.91781)
H (-0.15153, -3.32175, -5.55570)
H (0.94032, -1.94130, -5.32612)
H (-0.53686, -1.74667, -6.28261)
H (-2.54827, -1.45745, -5.30493)
H (-3.88431, -0.75615, -3.30513)

Values from the calculation:
Frontier orbital gap (spin up / spin down) ... 7.12 / 5.39 eV
2S+1 ... 6
Largest force on an atom ... 1.0 eV/Å
Relative energy (zero: lowest compared OMol25 entry of this formula, charge and spin) ... 1.1825 eV
LUMO (spin up / spin down) ... -5.351 / -8.400 eV
Expectation value of S² ... 8.7894
Total charge ... +2
M ... 918.9 g/mol

=====

[3]
The following is a DFT calculation (ωB97M-V/def2-TZVPD) of an isolated molecule of C8H16N2O4S at a distorted geometry.

Element x y z (Å)
C (2.16911, -0.84047, -0.22996)
C (1.48824, 0.30657, -0.69866)
C (2.91691, -0.64302, 1.11027)
C (-0.55981, 1.37421, -0.50800)
C (-0.04460, 2.76327, 0.10760)
C (-2.05219, 0.88698, -0.14713)
C (-2.30802, -0.53054, -0.82860)
C (-4.47275, -0.99996, 1.17499)
H (3.02926, -2.12818, -1.84331)
H (3.59049, -0.54673, -1.58809)
H (1.34880, -1.53815, -0.26843)
H (3.68224, 0.13420, 0.92173)
H (2.25533, -0.49773, 1.91575)
H (4.24033, -1.88582, 0.40113)
H (0.05353, -0.05011, 0.89161)
H (-0.63797, 1.52996, -1.52128)
H (-2.96364, 1.54937, -0.20439)
H (-1.98238, 0.34560, 0.84572)
H (-1.98118, -0.56106, -1.85518)
H (-1.47221, -1.26701, -0.52059)
H (-4.40646, -0.22751, 1.82837)
H (-3.80690, -1.85228, 1.83851)
H (-5.61590, -1.19005, 1.25393)
H (1.89924, 2.28022, -0.41601)
N (3.22852, -1.33034, -1.17698)
N (0.32759, 0.33549, -0.11312)
O (1.95789, 1.07745, -1.52583)
O (3.75470, -1.89759, 1.17458)
O (-0.89758, 3.35924, 0.69189)
O (1.28081, 3.04903, 0.04311)
S (-4.02141, -1.00502, -0.75363)

Values from the calculation:
Frontier orbital gap ... 9.27 eV
2S+1 ... 1
Largest force on an atom ... 5.9 eV/Å
Relative energy (zero: lowest compared OMol25 entry of this formula, charge and spin) ... 5.0032 eV
Structure (SMILES) ... CSCC[C@H](NC(=O)[C@@H](N)CO)C(=O)O
LUMO ... 0.172 eV
Total charge ... 0
M ... 236.3 g/mol